No. 1
This record from the OMol25 dataset describes the molecule C19H29N3OS. The level of theory is the ωB97M-V functional and the def2-TZVPD basis.

XYZ file:
```
53
Properties=species:S:1:pos:R:3:forces:R:3
C -6.550 -1.519 -2.046 -0.0608 0.0588 -0.0257
O -5.465 -1.958 -1.271 0.2058 -0.1219 0.1269
C -5.294 -1.214 -0.088 0.1730 0.0145 0.0802
C -4.053 -1.738 0.627 -0.3178 0.1914 -0.0046
C -3.834 -1.053 1.983 0.1822 -0.3038 -0.3190
N -3.713 0.384 1.891 -0.0923 -0.0960 0.0320
C -2.720 1.072 1.270 -0.1106 -0.0401 0.1887
S -2.972 2.675 0.932 -0.1941 0.8501 -0.2177
N -1.572 0.434 0.991 -0.3132 -0.3314 0.2489
C -0.435 1.046 0.344 0.3670 -0.0380 -0.2136
C -0.237 0.463 -1.059 0.0427 0.2031 -0.0262
C 1.107 0.915 -1.639 -0.3613 -0.1337 -0.2780
C 1.265 2.450 -1.578 0.0478 -0.0748 -0.1577
C 1.917 2.690 -0.208 0.1690 -0.0594 0.0599
C 2.066 1.268 0.378 -0.0052 0.0119 0.5096
C 0.831 0.857 1.183 0.0126 0.1680 -0.0542
N 2.138 0.373 -0.768 0.1126 -0.2484 -0.1217
C 3.458 0.280 -1.365 -0.0605 0.0319 -0.0876
C 4.400 -0.432 -0.433 0.1167 0.0569 -0.0239
C 3.993 -1.603 0.197 0.0013 -0.0183 -0.0282
C 4.844 -2.270 1.058 -0.0303 -0.0751 0.0124
C 6.117 -1.778 1.297 0.1134 -0.0054 0.0654
C 6.531 -0.615 0.673 0.1274 -0.0285 0.0620
C 5.675 0.056 -0.184 -0.0912 0.0052 -0.0713
H -7.495 -1.611 -1.496 0.0091 0.0000 -0.0382
H -6.422 -0.473 -2.352 -0.0198 -0.0339 -0.0100
H -6.580 -2.155 -2.928 -0.0829 0.0536 -0.0257
H -5.174 -0.146 -0.330 -0.0434 -0.0868 0.0538
H -6.183 -1.320 0.558 0.0455 0.0293 -0.0273
H -4.166 -2.812 0.779 0.0410 -0.0567 0.0000
H -3.195 -1.579 -0.027 0.0490 -0.0465 -0.0115
H -2.939 -1.465 2.463 -0.1320 -0.0397 0.0765
H -4.682 -1.261 2.638 0.1213 -0.0060 0.0426
H -4.564 0.920 1.978 0.2018 0.0551 -0.0092
H -1.482 -0.541 1.229 -0.0339 0.0023 0.0127
H -0.675 2.109 0.268 0.0597 -0.1757 0.0167
H -1.057 0.776 -1.707 -0.0981 0.0129 0.0115
H -0.235 -0.628 -1.003 -0.0144 -0.0460 -0.0356
H 1.214 0.524 -2.654 0.0394 -0.0058 0.0630
H 0.306 2.952 -1.680 -0.0636 0.0795 -0.0570
H 1.911 2.793 -2.387 -0.0329 0.0507 -0.0028
H 1.313 3.323 0.439 -0.0074 0.0931 0.0583
H 2.896 3.157 -0.312 -0.0233 0.0564 0.0130
H 2.959 1.162 0.999 -0.0675 -0.0021 -0.0441
H 0.760 1.443 2.101 -0.0616 0.0157 0.0594
H 0.937 -0.196 1.453 0.0372 -0.0496 0.0543
H 3.879 1.261 -1.639 0.0429 -0.0371 -0.0350
H 3.357 -0.308 -2.285 0.0126 0.1322 0.0092
H 2.998 -1.976 0.005 -0.1133 -0.0337 0.0040
H 4.516 -3.178 1.543 -0.0281 -0.0700 0.0305
H 6.783 -2.300 1.969 0.0504 -0.0354 0.0560
H 7.521 -0.225 0.857 0.0744 0.0283 0.0219
H 6.003 0.967 -0.666 0.0037 0.0987 -0.0434
```
Positions in Å, forces in eV/Å.

Computed properties:
Highest occupied orbital energy in eV: -8.00
Total energy in eV: -37527.1635
LUMO level in eV: 0.667
Kohn-Sham gap in eV: 8.67
SMILES string: COCCCNC(=S)N[C@@H]1C[C@H]2CC[C@@H](C1)N2Cc1ccccc1
ΔE to the lowest compared entry with this formula, charge and spin in kcal/mol: 35.5
Spin multiplicity: 1
Maximum force in eV Å⁻¹: 0.90

***

No. 2
This record from the OMol25 dataset describes a cluster of 3 separate species, C3H13NO3 in total. The level of theory is the ωB97M-V functional and the def2-TZVPD basis.

XYZ file:
```
20
Properties=species:S:1:pos:R:3:forces:R:3
C -1.907 -1.070 0.266 -0.3921 -0.0590 -0.1707
C -1.556 0.255 -0.415 0.0670 0.4445 -0.2198
N -1.500 1.422 0.493 -0.0200 -0.1953 -0.2273
C -0.189 0.186 -1.096 -0.1166 -0.0774 0.0447
O 0.204 1.440 -1.591 0.1142 0.3300 0.2870
H -2.881 -1.447 -0.039 -0.1147 0.0594 -0.0455
H -1.954 -0.943 1.342 0.0875 0.0060 0.2131
H -1.201 -1.871 0.055 0.2370 0.0300 -0.0888
H -2.279 0.536 -1.194 0.0272 -0.2263 0.2170
H -2.420 1.806 0.649 -0.0381 0.0273 0.0750
H -1.107 1.171 1.392 -0.0101 -0.0322 0.0368
H -0.176 -0.479 -1.956 -0.1868 -0.3223 0.1066
H 0.506 -0.202 -0.341 0.3247 -0.0039 -0.0048
H -0.118 2.070 -0.918 0.0458 -0.0427 -0.1928
O 2.921 -1.936 2.167 0.0238 -0.0569 -0.1350
H 2.883 -1.918 1.201 -0.0106 0.1106 0.2219
H 2.027 -1.761 2.473 0.0026 -0.0084 -0.0953
O 3.282 0.781 -0.777 -0.1477 -0.2164 -0.0772
H 2.669 0.561 -1.494 0.1025 0.2913 0.2416
H 2.795 1.399 -0.219 0.0044 -0.0582 -0.1865
```
Positions in Å, forces in eV/Å.

Computed properties:
Highest occupied orbital energy in eV: -10.15
Total energy in eV: -10954.2068
LUMO level in eV: 0.499
Kohn-Sham gap in eV: 10.65
SMILES string: C[C@@H](N)CO.O.O
ΔE to the lowest compared entry with this formula, charge and spin in kcal/mol: 13.0
Spin multiplicity: 1
Maximum force in eV Å⁻¹: 0.50

***

No. 3
This record from the OMol25 dataset describes a structure of composition C29H40Cl7F3KLiN3O5Si. The level of theory is the ωB97M-V functional and the def2-TZVPD basis.

XYZ file:
```
90
Properties=species:S:1:pos:R:3:forces:R:3
C 2.478 -1.412 0.094 -0.0134 -0.5859 0.8968
C 0.990 -1.805 0.507 -4.0787 -1.5153 -0.1999
C 0.448 -1.882 2.001 -1.3663 0.2460 -2.2261
C -1.031 -2.284 2.144 -0.0871 -0.1644 0.0796
N -1.988 -2.637 1.198 4.1185 1.6631 4.1334
N -1.445 -2.593 -0.039 -0.7843 -1.5315 -4.3302
C -2.426 -3.030 -1.100 -1.9252 -0.4155 -0.1726
F -3.659 -3.515 -0.493 3.0593 1.0305 -0.8224
F -1.952 -4.173 -1.839 -0.6881 2.5694 1.4601
C -2.940 -1.826 -2.051 1.3736 -0.5363 -0.7386
C -3.037 -0.398 -1.323 -0.2226 -0.0893 -1.1930
Si -4.665 -0.097 -0.353 -0.2648 1.2040 1.1566
C -4.720 -0.910 1.386 0.5476 0.0346 0.4519
C -4.758 1.818 -0.033 -0.6447 -0.2803 -0.1500
C -6.265 -0.545 -1.304 -3.9212 -1.3119 -2.7384
C -7.620 -0.459 -0.469 -0.0606 -0.7067 -2.6070
C -9.046 -0.736 -1.052 2.8288 -0.5414 -2.7989
C -9.161 -1.152 -2.537 2.0231 1.2450 3.9797
C -7.831 -1.246 -3.399 -0.3905 2.5307 -0.2333
C -6.376 -0.947 -2.795 -2.0569 0.3399 3.8440
C -0.140 -2.216 -0.461 4.2384 2.4696 1.0737
C 0.306 -2.188 -2.027 0.4029 -4.0686 -2.0890
O 0.672 -3.258 -2.605 -1.2380 4.4177 2.8783
N 0.326 -0.958 -2.857 1.5771 -1.2444 0.9303
C 1.713 -0.543 -3.156 1.8444 3.2278 2.1828
O 2.199 0.435 -2.524 -1.8420 -4.6688 -3.7988
F 2.467 -1.297 -4.115 -2.6154 1.8971 2.7889
H 2.702 -0.287 0.249 -0.4133 -1.8086 -0.4536
H 3.184 -1.975 0.822 -1.2400 0.9121 -1.1563
H 2.775 -1.774 -0.955 -0.6673 0.7227 1.5620
H 1.086 -1.662 2.916 -0.9516 -0.5833 -1.4725
H -1.434 -2.306 3.230 0.6475 -0.0116 -2.0741
H -2.219 -1.710 -2.952 -1.0423 -0.4644 1.4808
H -3.933 -2.194 -2.503 1.4504 0.6309 0.9108
H -2.163 -0.141 -0.628 -0.9719 -0.5993 -0.9339
H -3.009 0.399 -2.169 -0.0424 -1.2314 1.3905
H -4.892 -2.041 1.349 0.2035 1.6999 0.2796
H -5.479 -0.347 2.045 0.9943 -1.0563 -1.0107
H -3.680 -0.709 1.862 -1.6749 -0.4760 -0.6853
H -3.928 2.151 0.682 -1.3248 -0.2999 -1.2133
H -4.742 2.342 -1.050 0.2058 -0.4049 1.5320
H -5.791 2.034 0.437 1.6416 -0.2008 -0.5990
H -7.556 -0.168 0.644 -0.0633 -0.4867 -1.9968
H -9.947 -0.607 -0.340 1.6021 -0.3406 -1.5580
H -10.215 -1.336 -2.945 2.0388 0.2315 0.2992
H -7.979 -1.540 -4.508 0.5900 -0.7992 2.4157
H -5.445 -1.006 -3.449 -1.7324 0.1362 0.8229
H -0.215 -0.187 -2.437 0.9417 -0.2703 -0.1294
C 8.035 -1.116 -0.311 0.3781 -0.4924 -0.1227
C 7.203 -0.984 -1.425 -1.1170 -0.5605 1.4171
C 6.107 -1.827 -1.579 0.3532 0.0687 -0.1728
C 5.834 -2.796 -0.616 -0.0133 -0.0887 0.1490
C 6.662 -2.924 0.495 -0.0981 0.1527 -0.1463
C 7.764 -2.087 0.646 0.1775 -0.2583 -0.3793
H 8.891 -0.461 -0.193 -0.1488 -0.0427 0.0481
H 7.411 -0.225 -2.169 -1.9411 0.9790 2.7364
H 5.464 -1.729 -2.449 -0.1035 0.0518 0.0758
H 4.976 -3.451 -0.733 0.0809 -0.0016 -0.0074
H 6.447 -3.679 1.246 0.0076 0.0716 -0.0834
H 8.411 -2.191 1.510 -0.0817 0.0886 -0.0746
Cl 6.682 0.987 0.330 -0.5188 1.4176 0.3519
Li -0.195 0.066 1.134 0.1375 -0.2101 0.1691
C 4.983 4.189 0.149 0.1817 -0.2969 -0.2698
Cl 4.228 3.155 1.365 -0.1805 0.0470 -0.0339
Cl 4.957 5.887 0.646 0.1313 0.1088 -0.4336
H 6.018 3.874 0.014 -0.1739 -0.0953 0.2079
H 4.441 4.086 -0.790 0.0012 0.0682 0.2247
O 2.260 -5.182 -0.527 0.0158 0.2754 0.1369
H 1.721 -5.956 -0.317 -0.0416 0.0795 -0.1792
H 1.655 -4.600 -1.006 0.0447 -0.2379 -0.0703
C -2.773 4.933 2.017 -0.3328 0.3017 0.1503
Cl -3.992 4.264 3.111 0.1816 0.0391 -0.0989
Cl -1.889 3.632 1.200 0.2959 0.0489 -0.0339
Cl -3.523 6.011 0.834 0.1656 -0.1876 0.1483
H -2.063 5.511 2.607 -0.0960 -0.1799 -0.1429
O -0.030 -6.911 -1.249 -0.1961 0.1076 -0.1560
H -0.860 -6.417 -1.222 0.1082 -0.0776 0.0448
H 0.168 -6.983 -2.192 0.0532 -0.0190 0.1529
C 4.240 6.113 3.711 -0.1289 -0.3784 0.2722
C 3.238 6.096 4.834 -0.1524 -0.6930 0.2030
O 2.760 5.052 5.242 0.1438 0.5509 -0.2037
C 2.848 7.421 5.435 -0.3051 -0.1430 0.3051
H 4.426 5.090 3.377 -0.0555 0.1913 0.0590
H 3.848 6.689 2.872 0.1299 0.1185 0.1664
H 5.182 6.543 4.059 -0.0623 0.1725 -0.1329
H 2.394 8.057 4.671 0.2069 0.1112 0.0219
H 3.728 7.910 5.860 -0.0390 0.1265 -0.1821
H 2.120 7.257 6.232 0.1086 0.0049 -0.1074
Cl -7.845 0.623 -4.523 -0.0669 -0.3067 0.7552
K 8.410 -1.011 -3.397 2.9447 -1.4280 -3.9330
```
Positions in Å, forces in eV/Å.

Computed properties:
Highest occupied orbital energy in eV: -8.19
Total energy in eV: -165626.4816
LUMO level in eV: -6.386
Kohn-Sham gap in eV: 1.80
Spin multiplicity: 1
Maximum force in eV Å⁻¹: 6.29
Net charge: +1

***

No. 4
This record from the OMol25 dataset describes a structure of composition C57H68AgBrNP3Si. The level of theory is the ωB97M-V functional and the def2-TZVPD basis.

XYZ file:
```
132
Properties=species:S:1:pos:R:3:forces:R:3
Ag 1.050 0.775 -0.757 0.1514 0.1298 -0.0518
N 2.907 -1.668 0.579 0.0029 0.0239 0.0006
P 3.066 -0.005 0.286 -0.0141 -0.0253 0.0042
C 4.742 0.199 -0.376 -0.0013 -0.0922 -0.0296
C 5.258 1.488 -0.510 -0.0009 0.0264 0.0114
C 6.512 1.681 -1.066 -0.0194 0.0123 0.0114
C 7.259 0.591 -1.495 0.0092 -0.0139 -0.0068
C 6.744 -0.691 -1.375 0.0092 0.0036 -0.0008
C 5.486 -0.889 -0.822 -0.0023 0.0329 0.0081
C 3.186 0.759 1.932 0.0080 -0.0327 0.0034
C 2.075 1.427 2.441 0.0103 0.0087 -0.0147
C 2.096 1.941 3.729 0.0006 0.0114 0.0047
C 3.233 1.802 4.510 -0.0048 0.0013 0.0000
C 4.353 1.153 4.004 -0.0027 -0.0057 -0.0067
C 4.330 0.632 2.720 -0.0045 0.0247 0.0143
P 1.358 -2.308 0.177 -0.0279 -0.0047 0.0414
C 0.558 -2.391 1.829 -0.0189 0.0623 -0.0235
C -0.103 -1.234 2.244 0.0020 -0.0213 -0.0093
C -0.657 -1.149 3.511 -0.0089 -0.0199 0.0197
C -0.580 -2.237 4.371 -0.0140 0.0247 -0.0091
C 0.047 -3.403 3.958 0.0050 -0.0191 -0.0078
C 0.618 -3.480 2.694 0.0063 -0.0299 0.0030
C 1.712 -4.069 -0.124 0.0104 -0.0246 0.0139
C 2.940 -4.690 0.079 0.0132 0.0119 0.0005
C 3.093 -6.046 -0.179 -0.0026 -0.0065 0.0091
C 2.020 -6.796 -0.636 0.0032 -0.0055 -0.0018
C 0.792 -6.182 -0.852 0.0044 0.0067 -0.0092
C 0.645 -4.827 -0.609 0.0001 0.0139 -0.0080
H 3.407 -2.044 1.378 -0.0120 -0.0218 -0.0098
H 4.671 2.341 -0.186 -0.0005 0.0006 -0.0088
H 6.905 2.685 -1.166 -0.0014 0.0007 -0.0021
H 8.239 0.744 -1.928 0.0013 -0.0010 -0.0001
H 7.321 -1.541 -1.717 0.0005 -0.0006 0.0002
H 5.074 -1.887 -0.743 0.0045 -0.0010 0.0006
H 1.197 1.569 1.819 -0.0105 0.0059 0.0137
H 1.229 2.467 4.110 -0.0046 0.0008 -0.0028
H 3.254 2.210 5.513 0.0007 0.0025 0.0006
H 5.244 1.055 4.611 0.0018 0.0011 0.0003
H 5.210 0.139 2.322 0.0068 -0.0047 0.0003
H -0.197 -0.396 1.559 0.0070 0.0076 -0.0097
H -1.160 -0.241 3.819 -0.0030 -0.0005 0.0017
H -1.020 -2.179 5.359 -0.0014 0.0010 0.0014
H 0.095 -4.257 4.622 0.0048 0.0002 -0.0002
H 1.109 -4.394 2.381 -0.0072 -0.0012 0.0047
H 3.790 -4.117 0.431 -0.0068 0.0094 -0.0001
H 4.054 -6.518 -0.019 0.0010 0.0001 -0.0012
H 2.141 -7.853 -0.833 -0.0016 -0.0013 0.0014
H -0.046 -6.757 -1.225 -0.0049 -0.0024 0.0017
H -0.306 -4.340 -0.803 -0.0041 -0.0073 0.0075
C 3.485 4.546 1.943 -0.0085 -0.0036 0.0035
C 3.510 5.603 0.875 -0.0152 -0.0129 -0.0057
C 4.245 6.765 1.092 0.0168 0.0092 0.0137
C 4.318 7.769 0.138 -0.0034 -0.0013 -0.0040
C 3.648 7.613 -1.064 0.0032 0.0026 0.0060
C 2.905 6.465 -1.292 0.0214 0.0023 -0.0022
C 2.808 5.455 -0.335 -0.0124 -0.0026 0.0013
P 1.918 3.875 -0.680 -0.0407 -0.0030 -0.0224
C 1.550 4.036 -2.469 -0.0011 -0.0140 -0.0033
C 2.366 3.244 -3.276 0.0094 0.0054 -0.0089
C 2.233 3.232 -4.656 0.0110 -0.0157 0.0044
C 1.252 4.012 -5.244 -0.0228 0.0205 0.0008
C 0.429 4.798 -4.451 0.0101 -0.0185 -0.0213
C 0.558 4.832 -3.065 -0.0087 -0.0163 0.0194
C -0.374 5.707 -2.271 0.0145 0.0198 0.0162
C 0.339 4.026 0.228 -0.0073 0.0176 -0.0159
C 0.184 4.980 1.234 0.0135 -0.0113 -0.0126
C -0.896 4.956 2.101 -0.0258 0.0105 0.0103
C -1.855 3.961 1.953 0.0057 0.0038 0.0091
C -1.742 3.040 0.929 0.0206 0.0021 0.0002
C -0.666 3.046 0.025 -0.0458 -0.0071 0.0413
C -0.629 2.064 -1.079 0.0090 -0.0519 0.0399
H 4.175 4.792 2.749 0.0029 -0.0001 0.0010
H 3.757 3.567 1.544 0.0042 -0.0145 -0.0050
H 2.488 4.435 2.373 0.0111 -0.0015 0.0101
H 4.779 6.876 2.029 0.0001 0.0014 -0.0005
H 4.900 8.660 0.332 0.0018 0.0004 -0.0010
H 3.701 8.380 -1.826 -0.0013 0.0018 -0.0027
H 2.401 6.351 -2.243 0.0156 0.0042 0.0070
H 3.115 2.618 -2.802 0.0002 0.0075 -0.0136
H 2.883 2.614 -5.262 0.0021 -0.0053 0.0034
H 1.123 4.009 -6.319 -0.0008 0.0051 -0.0019
H -0.338 5.406 -4.916 -0.0014 0.0028 -0.0039
H -0.869 6.422 -2.927 -0.0030 0.0060 -0.0034
H 0.156 6.259 -1.494 -0.0239 0.0023 0.0016
H -1.142 5.114 -1.770 0.0067 -0.0132 -0.0051
H 0.929 5.759 1.345 -0.0083 0.0086 -0.0044
H -0.989 5.706 2.876 0.0019 0.0016 0.0010
H -2.706 3.920 2.622 -0.0006 -0.0027 0.0011
H -2.516 2.291 0.791 -0.0024 -0.0025 0.0002
H -0.458 2.535 -2.047 -0.0072 -0.0353 -0.0109
H -1.552 1.486 -1.119 -0.0301 0.0333 -0.0153
C -5.433 -0.791 0.823 -0.0100 0.0016 -0.0032
C -5.430 -1.467 -0.556 0.0020 -0.0058 -0.0011
C -5.151 -0.350 -1.575 0.0075 -0.0036 -0.0006
C -6.837 -2.025 -0.825 0.0053 -0.0143 0.0026
Si -4.104 -2.858 -0.622 -0.0051 0.0175 0.0316
Br -2.135 -1.749 -0.738 0.0178 -0.0284 -0.0164
C -4.171 -3.923 -2.219 -0.0014 -0.0033 -0.0012
C -2.827 -4.615 -2.502 -0.0016 0.0086 -0.0066
C -5.263 -5.001 -2.116 0.0121 0.0039 0.0079
C -4.470 -3.053 -3.448 -0.0037 -0.0084 0.0061
C -4.013 -3.906 0.989 -0.0158 -0.0093 -0.0056
C -3.402 -3.111 2.153 0.0139 -0.0029 0.0014
C -5.411 -4.392 1.406 -0.0054 0.0127 -0.0050
C -3.114 -5.139 0.814 0.0066 0.0118 0.0048
H -6.127 0.055 0.799 -0.0037 0.0009 -0.0019
H -4.446 -0.400 1.081 0.0038 0.0012 0.0052
H -5.760 -1.457 1.620 -0.0068 0.0024 -0.0036
H -5.938 0.406 -1.484 -0.0023 0.0035 0.0016
H -5.148 -0.696 -2.606 -0.0020 0.0007 -0.0037
H -4.197 0.141 -1.382 0.0022 0.0056 0.0014
H -7.571 -1.223 -0.693 -0.0003 0.0031 -0.0014
H -7.109 -2.832 -0.143 -0.0070 0.0010 -0.0049
H -6.944 -2.394 -1.845 -0.0006 -0.0058 -0.0089
H -2.504 -5.271 -1.697 0.0066 -0.0104 0.0129
H -2.037 -3.885 -2.687 0.0071 -0.0050 0.0015
H -2.932 -5.227 -3.405 -0.0029 -0.0034 -0.0016
H -5.042 -5.741 -1.347 -0.0044 0.0010 -0.0045
H -5.332 -5.534 -3.070 0.0012 0.0010 -0.0045
H -6.247 -4.580 -1.905 -0.0179 0.0065 0.0000
H -3.750 -2.239 -3.553 0.0012 0.0022 -0.0018
H -5.473 -2.628 -3.425 -0.0071 0.0051 -0.0021
H -4.401 -3.675 -4.346 -0.0011 -0.0023 -0.0022
H -3.945 -2.199 2.389 0.0110 -0.0037 0.0044
H -2.366 -2.844 1.950 0.0050 0.0180 0.0092
H -3.409 -3.743 3.048 -0.0014 -0.0039 0.0031
H -6.066 -3.569 1.692 0.0005 -0.0048 0.0033
H -5.315 -5.048 2.278 0.0048 -0.0026 0.0053
H -5.910 -4.964 0.621 -0.0046 -0.0001 -0.0019
H -2.101 -4.859 0.519 -0.0055 -0.0063 -0.0082
H -3.507 -5.855 0.093 0.0071 0.0013 -0.0064
H -3.039 -5.654 1.777 -0.0005 -0.0018 0.0019
```
Positions in Å, forces in eV/Å.

Computed properties:
Highest occupied orbital energy in eV: -6.81
Total energy in eV: -171492.6008
LUMO level in eV: 0.571
Kohn-Sham gap in eV: 7.38
Spin multiplicity: 1
Maximum force in eV Å⁻¹: 0.21

***

Q: Number 4 is which compound?
A: C57H68AgBrNP3Si